# 1
One molecule with the formula C5H7NO at a distorted geometry, computed with the ωB97M-V functional and the def2-TZVPD basis.

Structure (XYZ):
```
14
Properties=species:S:1:pos:R:3:forces:R:3
C 1.2417 -0.1259 0.6746 0.079 0.068 0.399
C 0.7040 1.1322 0.0250 0.489 0.011 0.070
O -0.6316 1.4059 0.4874 0.019 0.045 -0.125
C -1.1787 0.4478 -0.4377 -0.372 -0.289 -0.122
C -1.0436 -0.9539 0.1195 -0.259 -0.057 0.314
N 0.4141 -1.0732 -0.1041 -0.146 0.145 0.395
C 0.1700 0.3152 -1.1631 0.151 -0.805 0.553
H 2.2927 -0.2909 0.4069 -0.182 -0.007 0.096
H 1.1069 -0.2346 1.7511 0.128 0.114 0.140
H 1.3124 2.0401 -0.0223 -0.075 -0.160 -0.081
H -2.1240 0.7913 -0.8682 0.181 -0.071 -0.011
H -1.3224 -1.1065 1.1627 -0.218 -0.014 0.052
H -1.5501 -1.6883 -0.5186 0.091 0.092 0.155
H 0.6086 -0.6591 -1.5131 0.116 0.927 -1.836
```
Forces are in eV/Å.

SMILES = C1[C@@H]2O[C@@H]3CN1[C@H]23
E = -8830.349 eV
total charge = 0
LUMO = 0.0415 Ha
Kohn-Sham gap = 9.7 eV
highest occupied orbital energy = -8.58 eV

# 2
A 19-piece molecular cluster, C76H114O57 overall at a distorted geometry, computed with the ωB97M-V functional and the def2-TZVPD basis.

Structure (XYZ):
```
247
Properties=species:S:1:pos:R:3:forces:R:3
C -1.0869 -2.6717 -3.6633 0.911 0.048 -0.023
C -0.9115 -3.2472 -5.0675 -0.862 1.382 1.844
C 0.4166 -3.1107 -5.7148 0.805 1.324 -0.908
O 0.9168 -4.4149 -5.9685 -0.739 -1.066 0.723
C 0.0109 -5.2869 -5.4251 -0.733 -2.860 -0.269
O 0.0449 -6.5142 -5.3757 0.879 3.262 -0.308
O -1.0692 -4.6206 -4.9748 -0.459 -1.449 -0.236
H -0.7214 -1.6460 -3.6152 -0.465 0.312 -0.208
H -0.4313 -3.1893 -2.9631 -0.133 -0.376 0.117
H -2.1288 -2.7533 -3.3535 0.137 0.138 0.075
H -1.6643 -2.7296 -5.6620 -0.299 -0.709 -0.405
H 1.1388 -2.5593 -5.1127 0.073 0.056 -0.094
H 0.1838 -2.6026 -6.6506 0.943 0.007 -0.246
C 6.5914 4.9650 0.4210 -1.495 -0.007 1.095
C 5.1600 4.6799 0.9291 1.394 -1.578 -2.533
C 4.1867 4.0739 -0.1907 1.835 2.719 2.346
O 3.3652 3.3038 0.7009 -1.136 -0.167 -2.588
C 4.0596 2.9468 1.7535 -0.408 -2.035 2.635
O 3.7173 2.1633 2.6065 -0.590 0.082 -0.798
O 5.2107 3.5403 1.8459 1.206 2.627 -0.491
H 6.4473 5.7851 -0.2825 0.675 0.051 -0.110
H 7.0924 4.0897 0.0076 -0.228 0.122 -0.200
H 7.1277 5.2772 1.3171 0.381 0.318 -0.340
H 4.7302 5.6044 1.3146 -0.186 -0.395 0.737
H 4.7889 3.6387 -0.9882 -0.489 -1.181 0.407
H 3.7331 4.9695 -0.6153 -1.016 -0.520 0.054
C -4.2157 3.0171 0.6324 1.897 -0.693 0.229
C -4.0764 2.0046 -0.5106 0.451 0.737 1.919
C -4.5563 0.6259 -0.1639 1.011 -0.464 1.113
O -5.6806 0.4553 -0.9918 -0.456 -1.750 0.390
C -5.8380 1.4762 -1.8062 -0.551 1.108 0.728
O -6.7009 1.5948 -2.6162 -0.020 -0.176 -0.670
O -4.9876 2.4616 -1.4568 -0.101 0.242 -2.369
H -3.6100 2.6546 1.4630 0.046 -0.187 0.268
H -5.2176 3.1747 1.0318 -0.037 0.114 -0.546
H -3.6566 3.8916 0.2996 -0.694 0.533 0.116
H -3.0503 1.9428 -0.8731 -0.186 0.474 -0.145
H -4.6741 0.5909 0.9191 -1.349 -0.141 -0.005
H -3.8243 -0.1751 -0.2682 0.000 0.028 -0.867
C 2.4302 1.9036 -8.3877 1.214 0.291 0.109
C 1.2091 1.4352 -7.6403 2.388 0.890 1.131
C 0.5150 2.4759 -6.7722 0.034 0.609 -0.162
O -0.8112 2.3419 -7.2464 -1.869 2.314 3.134
C -0.8956 1.6263 -8.2915 -2.722 -2.185 -1.953
O -1.9144 1.2670 -8.8357 0.541 0.710 0.229
O 0.2907 1.2335 -8.6307 0.434 -2.338 -2.623
H 2.9273 1.1148 -8.9523 -0.410 -0.279 -0.054
H 3.2344 2.2929 -7.7634 -0.244 0.212 0.323
H 2.1329 2.6682 -9.1053 0.027 0.105 0.107
H 1.4366 0.5598 -7.0321 -0.258 -0.421 -0.279
H 0.8022 3.4909 -7.0469 0.422 0.076 0.421
H 0.4780 2.3026 -5.6967 0.462 0.068 -0.208
C 2.7231 -6.3100 2.7597 0.360 -2.873 0.009
C 3.2530 -5.2975 3.6559 -0.661 1.449 -0.548
C 4.7487 -5.2018 3.9069 -0.200 -0.849 0.680
O 5.0554 -3.8733 3.5715 -0.187 1.120 -0.360
C 3.9686 -3.2688 2.9749 1.146 0.727 -0.304
O 3.9983 -2.1584 2.5100 0.002 -0.670 0.562
O 2.9412 -4.0856 2.9607 -0.075 1.215 0.118
H 2.8348 -7.1864 3.3980 -0.765 -0.820 -0.322
H 3.3416 -6.5578 1.8970 0.226 0.563 -0.074
H 1.7087 -6.1680 2.3870 0.050 0.103 0.541
H 2.7260 -5.2312 4.6077 -0.195 -0.253 0.010
H 5.3800 -5.9060 3.3651 -0.162 0.101 -0.340
H 4.8950 -5.3909 4.9704 0.422 0.273 0.024
C -5.7567 -2.5959 4.9162 -0.751 0.656 -0.747
C -5.5455 -1.0821 5.2686 0.577 -4.518 -0.531
C -5.1543 -0.1450 4.1516 2.521 -1.468 1.157
O -6.0562 0.8682 4.3119 0.711 2.542 -2.167
C -6.9275 0.6020 5.2429 -2.870 2.307 -2.271
O -7.9209 1.2585 5.3432 -0.648 0.727 1.067
O -6.7295 -0.5371 5.7328 -0.096 -3.040 3.627
H -6.1381 -3.2652 5.6873 0.752 0.463 0.894
H -4.8033 -2.9349 4.5109 -0.095 -0.331 0.051
H -6.5594 -2.7830 4.2029 0.184 0.626 -0.658
H -4.7215 -1.2295 5.9668 -0.367 1.156 0.868
H -5.0846 -0.6141 3.1702 -0.348 0.405 -0.133
H -4.1896 0.1736 4.5466 0.410 0.514 -1.125
C 0.5031 2.2112 3.0126 1.683 1.739 0.386
C 0.0805 2.7337 4.3768 0.163 0.315 -2.653
C -1.0762 3.7496 4.3841 0.329 0.125 0.153
O -1.8602 3.1662 5.3906 -2.503 -0.496 1.194
C -1.6671 1.8289 5.5192 1.727 1.528 0.629
O -2.2911 1.0771 6.2068 0.064 0.174 -0.937
O -0.4694 1.5986 4.9081 -2.276 -2.964 2.338
H -0.2726 1.9381 2.2971 -0.195 0.144 0.381
H 1.1940 1.3980 3.2353 -0.104 -0.125 -0.453
H 1.1072 3.0544 2.6777 0.132 -0.255 -1.055
H 0.9653 2.9778 4.9647 -0.050 0.509 0.025
H -1.6705 3.8254 3.4734 0.249 -0.484 -0.358
H -0.9116 4.7883 4.6707 0.662 -0.286 0.155
C -1.3504 -6.9247 1.6084 -0.685 0.642 -0.166
C -1.1680 -6.2438 0.2389 -0.834 -0.264 0.951
C -1.4169 -4.6856 0.0547 -0.514 -1.881 2.012
O -0.1657 -4.2013 -0.3616 1.240 0.508 -1.087
C 0.7395 -5.1749 -0.3919 2.648 -2.852 -0.650
O 1.9303 -5.1653 -0.6998 -2.635 1.410 0.581
O 0.2007 -6.3986 -0.0532 0.667 1.788 -0.960
H -2.2189 -6.5283 2.1343 0.009 -0.032 0.037
H -0.4651 -6.7795 2.2276 -0.102 0.096 -0.015
H -1.5147 -7.9909 1.4524 0.136 0.029 0.029
H -1.7661 -6.8277 -0.4607 0.114 0.255 -0.390
H -1.5660 -4.2301 1.0336 -0.574 0.000 -0.040
H -2.2556 -4.5172 -0.6208 0.459 0.381 -0.232
C 3.0996 5.1326 6.3162 -0.191 1.206 0.049
C 2.4798 6.3795 5.6456 2.580 0.582 -1.012
C 3.4688 7.0762 4.6731 1.274 0.457 -0.458
O 2.9864 6.8109 3.3375 -0.241 -0.329 0.100
C 1.8064 6.1891 3.4780 -0.755 -2.102 -2.627
O 1.1010 5.6443 2.6474 1.383 1.554 -0.176
O 1.4923 6.0175 4.7141 -1.847 -0.032 3.420
H 3.7807 5.4990 7.0843 -0.044 -0.090 0.195
H 3.7272 4.5877 5.6109 -0.325 -0.192 -0.168
H 2.3443 4.5016 6.7848 0.066 0.000 -0.115
H 2.2870 7.2460 6.2780 -1.331 -0.797 0.652
H 4.4976 6.7332 4.7830 -0.045 -0.415 -0.236
H 3.5535 8.1610 4.7367 -0.469 0.037 0.364
C 3.2022 0.5670 5.5877 0.827 0.439 -0.304
C 4.3683 -0.4129 5.8375 -1.447 0.213 0.436
C 5.6379 -0.2705 5.0570 -0.617 1.469 -0.550
O 6.6571 -0.3042 6.0294 2.367 -1.300 -0.999
C 6.1668 -0.2443 7.2439 1.252 0.818 1.333
O 6.7737 -0.0806 8.2698 -0.098 -0.427 -0.770
O 4.8768 -0.2661 7.1522 -3.596 -0.301 1.652
H 3.0009 0.6030 4.5171 -0.176 -0.269 -0.084
H 3.4589 1.5985 5.8290 0.371 0.032 0.174
H 2.2909 0.3560 6.1474 0.200 -0.393 -0.057
H 3.9250 -1.3971 5.6856 0.244 -0.411 0.419
H 5.7063 0.7756 4.7585 -0.204 -0.245 -1.313
H 5.6440 -1.0522 4.2974 0.871 0.411 -0.144
C -0.1570 -1.4704 6.6876 -1.073 -1.394 1.298
C -0.5025 -1.9418 5.2811 3.895 3.113 0.375
C 0.7657 -2.5737 4.5360 -2.048 0.452 2.562
O 0.0774 -3.4948 3.7459 0.321 -0.856 -2.906
C -1.2049 -3.6178 4.0900 -1.241 -2.925 -2.799
O -2.0215 -4.3499 3.5301 1.845 1.439 0.975
O -1.4534 -2.8998 5.1156 -2.521 0.274 2.649
H 0.0196 -2.3172 7.3507 0.342 -0.334 -0.056
H -1.0217 -1.0066 7.1624 -0.014 0.379 -0.287
H 0.6979 -0.8061 6.8139 -0.124 -0.016 -0.689
H -0.8544 -1.0107 4.8368 0.070 -0.150 -0.885
H 1.2790 -3.2357 5.2335 0.623 0.566 0.394
H 1.4168 -1.8103 4.1101 -0.236 -0.458 -0.737
C -10.3272 1.8152 1.1917 0.122 1.589 0.856
C -9.3531 1.0931 2.0638 0.004 0.078 1.342
C -9.9084 -0.1399 2.8484 0.252 0.513 -1.660
O -8.8858 -1.0942 2.5975 1.522 -0.274 -0.373
C -7.9654 -0.5842 1.6998 1.112 -1.857 -0.149
O -6.9676 -1.1359 1.3006 -0.875 -0.366 1.002
O -8.2973 0.5936 1.2747 -0.290 0.359 -0.602
H -10.6177 2.6842 1.7820 -1.241 -0.336 0.414
H -11.1341 1.1648 0.8541 -0.011 0.403 -0.082
H -9.8848 2.4344 0.4112 0.469 -0.944 -0.572
H -8.8156 1.6292 2.8459 -0.460 1.058 -0.186
H -10.8028 -0.4890 2.3324 -0.302 -0.143 0.488
H -10.0157 0.0270 3.9202 -0.088 -0.003 -0.214
C -4.1654 3.2590 -6.4856 -0.068 0.039 -0.348
C -4.2532 2.5187 -5.1833 -1.509 -2.686 -0.615
C -3.7045 1.0469 -5.2355 2.617 0.840 -1.032
O -2.8331 0.9828 -4.0990 -0.197 0.503 2.291
C -2.6881 2.2263 -3.5249 0.749 -1.329 -1.280
O -1.9026 2.4566 -2.6352 -1.098 0.173 -1.012
O -3.4075 3.0903 -4.2559 1.182 1.546 2.224
H -4.7626 2.7523 -7.2438 0.112 -0.098 -0.043
H -3.1244 3.2925 -6.8069 -0.040 -0.112 -0.123
H -4.5307 4.2849 -6.4400 -0.073 -0.044 0.341
H -5.2587 2.3990 -4.7799 -0.220 0.804 0.123
H -2.9180 1.0585 -5.9900 -0.539 -0.249 -1.013
H -4.2300 0.0960 -5.3233 -0.795 0.684 0.257
C 1.1052 0.9974 -1.0358 -2.144 0.137 0.307
C 0.2806 -0.2124 -0.5165 1.355 -0.601 0.294
C 0.9693 -0.8287 0.6920 2.075 0.539 -2.170
O 0.0061 -1.1282 1.6101 -1.734 -1.131 2.202
C -1.1298 -0.5448 1.2973 -3.122 1.709 -0.339
O -2.2037 -0.4686 1.9186 3.543 -0.640 -1.477
O -0.9699 0.0849 0.0711 -1.389 0.637 0.638
H 1.2622 1.7041 -0.2209 0.098 -0.063 0.160
H 0.3912 1.4776 -1.7049 0.435 0.336 -0.497
H 2.0653 0.8083 -1.5160 -0.255 -0.502 -0.032
H 0.1077 -0.9606 -1.2901 -0.039 0.110 -0.237
H 1.5724 0.0046 1.0524 0.677 -0.679 0.590
H 1.4790 -1.7307 0.3531 0.485 0.138 0.694
C 4.8123 5.5767 -5.0231 0.697 0.656 2.244
C 5.3784 5.3372 -3.5909 -0.021 0.276 -1.883
C 5.9795 3.9712 -3.4723 -1.181 -1.217 0.281
O 7.2315 4.1919 -2.8924 0.770 -3.092 0.869
C 7.5487 5.4502 -2.8544 1.777 1.590 -0.540
O 8.6115 5.9041 -2.5156 -1.089 -0.408 0.069
O 6.5533 6.1337 -3.3901 -1.162 2.192 0.013
H 3.8625 5.0420 -5.0314 0.167 -0.062 -0.764
H 5.6105 5.3066 -5.7146 -0.503 -0.246 -0.303
H 4.6427 6.6522 -5.0734 -0.296 -0.092 -0.395
H 4.6019 5.5641 -2.8604 0.240 0.129 0.269
H 6.0423 3.4553 -4.4304 0.459 0.189 -0.171
H 5.3873 3.3040 -2.8460 0.115 -0.041 0.147
C -2.0311 6.0594 -4.0414 1.172 -0.073 1.096
C -0.5253 6.3555 -3.7035 -3.681 -0.334 2.372
C 0.4660 5.2770 -3.2062 -1.256 0.601 0.417
O 1.3291 5.3123 -4.2504 3.310 -1.685 -3.105
C 1.0810 6.2175 -5.2162 3.313 2.042 -0.319
O 1.8919 6.5660 -6.0790 -2.532 -1.674 1.642
O 0.0103 6.8990 -4.8518 0.284 0.838 -1.305
H -2.5986 6.9899 -4.0567 0.329 0.188 -0.540
H -2.4968 5.5436 -3.2016 0.090 -0.636 -0.280
H -2.0683 5.5321 -4.9946 -0.385 -0.129 0.225
H -0.5502 7.0547 -2.8677 0.076 0.709 -0.434
H 0.1479 4.2515 -3.0184 -0.520 0.150 -0.084
H 1.0220 5.6476 -2.3450 -0.270 -0.076 0.343
C -5.4296 -4.0733 1.9967 0.485 0.304 0.104
C -5.8448 -5.3353 2.7905 -0.456 1.317 -1.146
C -7.2854 -5.8204 2.7832 -0.782 1.284 0.570
O -7.1198 -7.1568 3.2128 -0.155 -1.327 0.000
C -5.9350 -7.5936 2.7802 3.054 -0.994 1.189
O -5.4040 -8.6826 3.0041 -2.008 3.017 -1.238
O -5.2487 -6.4788 2.2464 0.621 -2.682 -0.217
H -5.9830 -3.1632 2.2282 -0.523 -0.424 -0.097
H -5.3540 -4.1476 0.9119 -0.803 -0.628 -0.075
H -4.4111 -3.7462 2.2057 0.293 -0.514 0.664
H -5.5182 -5.2777 3.8289 -0.009 0.344 0.191
H -7.8404 -5.8408 1.8453 0.440 0.307 -0.311
H -7.9016 -5.3017 3.5177 0.003 -0.082 0.046
C 3.5009 -5.0749 -3.6109 -1.505 -0.803 0.172
C 3.2976 -6.6235 -3.8526 2.042 1.630 1.898
C 3.4297 -7.2105 -5.2049 -2.808 0.699 -1.395
O 4.3217 -8.2462 -5.0876 1.449 -1.774 -1.175
C 5.1193 -8.0338 -4.0651 2.857 -1.420 2.467
O 6.1550 -8.6555 -3.7653 -3.289 2.034 -1.200
O 4.5632 -7.0538 -3.3239 1.866 -0.798 1.054
H 4.3522 -4.6895 -4.1721 -0.195 -0.194 -0.329
H 3.7086 -4.9038 -2.5547 0.095 -0.411 0.030
H 2.5853 -4.5031 -3.7617 0.008 0.093 -0.507
H 2.5794 -7.1438 -3.2189 -0.558 0.614 -0.153
H 3.7554 -6.4624 -5.9277 0.024 -0.140 -0.260
H 2.4867 -7.6881 -5.4710 -0.056 0.520 -0.580
C 5.3851 -1.4996 -2.7826 1.360 0.304 -1.659
C 5.2047 -0.5429 -4.0177 -1.949 -1.103 0.467
C 4.4034 -1.1040 -5.2565 2.594 -0.817 0.504
O 3.5640 -0.0690 -5.6676 -0.837 2.494 1.022
C 3.5212 0.8920 -4.6539 -3.454 1.260 1.284
O 2.7402 1.8844 -4.5572 3.602 -4.037 -1.148
O 4.2436 0.4168 -3.6054 -0.575 2.394 -0.459
H 6.4649 -1.6467 -2.8004 0.032 -0.670 0.392
H 4.8762 -2.4527 -2.9266 0.012 0.089 0.009
H 5.1609 -1.1065 -1.7909 -0.324 0.464 -0.408
H 6.1016 -0.0250 -4.3575 0.164 -0.107 0.308
H 3.9026 -2.0266 -4.9631 -0.466 0.158 -0.246
H 5.0990 -1.2676 -6.0795 -0.141 -0.454 0.011
```
Forces are in eV/Å.

E = -197365.284 eV
total charge = 0
LUMO = -0.0102 Ha
Kohn-Sham gap = 10.3 eV
highest occupied orbital energy = -10.53 eV